Record 1
Entry from the OMol25 dataset: a 8-piece molecular cluster, C36H88N8O4 overall at a distorted geometry (ωB97M-V/def2-TZVPD).

- lowest unoccupied orbital energy (eV) = 0.49
- highest occupied orbital energy (Ha) = -0.299
- energy relative to the best compared isomer or geometry (same formula, charge and spin) (eV) = 3.2980
- orbital gap (Ha) = 0.3166
- multiplicity = 1

Last column: Löwdin charge in e.
Atoms and positions in Å:
C1 -4.867 -2.002 2.051  -0.090
C2 -5.420 -0.641 1.768  -0.250
N1 -4.949 0.417 2.701  -0.191
C3 -5.320 0.206 4.135  -0.254
C4 -6.810 0.062 4.482  -0.083
C5 -5.401 1.757 2.288  -0.253
C6 -4.589 2.169 1.050  -0.082
H1 -3.786 -1.927 2.166  0.064
H2 -5.005 -2.689 1.216  0.077
H3 -5.006 -2.472 3.025  0.067
H4 -5.091 -0.350 0.770  0.090
H5 -6.506 -0.605 1.687  0.110
H6 -4.887 -0.745 4.445  0.091
H7 -4.807 0.966 4.725  0.107
H8 -7.251 -0.871 4.132  0.069
H9 -6.915 -0.012 5.565  0.071
H10 -7.335 0.934 4.092  0.064
H11 -5.278 2.532 3.045  0.115
H12 -6.473 1.676 2.111  0.102
H13 -4.754 3.240 0.937  0.072
H14 -4.912 1.765 0.091  0.067
H15 -3.532 1.990 1.250  0.061
C7 1.180 1.454 0.836  -0.069
C8 -0.021 0.447 0.846  -0.204
N2 -0.198 -0.026 -0.540  -0.196
C9 0.974 -0.580 -1.228  -0.247
C10 1.448 -1.967 -0.747  -0.062
C11 -1.326 -0.898 -0.748  -0.265
C12 -2.529 -0.082 -1.202  -0.057
H16 1.107 2.080 -0.054  0.074
H17 2.107 0.888 0.928  0.065
H18 1.155 2.128 1.693  0.037
H19 0.177 -0.396 1.508  0.098
H20 -0.948 0.953 1.116  0.098
H21 0.784 -0.555 -2.301  0.092
H22 1.771 0.157 -1.131  0.089
H23 0.704 -2.732 -0.970  0.058
H24 2.336 -2.121 -1.361  0.057
H25 1.740 -2.105 0.294  0.074
H26 -1.537 -1.392 0.200  0.109
H27 -1.115 -1.726 -1.424  0.109
H28 -2.601 0.837 -0.621  0.057
H29 -3.442 -0.671 -1.108  0.067
H30 -2.387 0.216 -2.241  0.050
C13 3.837 -6.439 -6.349  -0.092
C14 2.655 -7.138 -5.626  -0.222
N3 1.921 -6.264 -4.647  -0.180
C15 2.666 -6.080 -3.458  -0.301
C16 1.971 -5.151 -2.481  -0.100
C17 0.639 -6.906 -4.362  -0.273
C18 -0.294 -6.996 -5.556  -0.094
H31 3.638 -5.547 -6.943  0.067
H32 4.325 -7.151 -7.014  0.066
H33 4.631 -6.034 -5.721  0.056
H34 2.055 -7.443 -6.483  0.094
H35 2.953 -8.098 -5.205  0.113
H36 2.961 -6.986 -2.929  0.118
H37 3.592 -5.594 -3.766  0.105
H38 1.485 -4.328 -3.007  0.070
H39 1.272 -5.761 -1.909  0.069
H40 2.631 -4.663 -1.764  0.070
H41 0.062 -6.280 -3.681  0.098
H42 0.838 -7.812 -3.789  0.121
H43 -0.038 -7.930 -6.057  0.058
H44 -0.259 -6.207 -6.308  0.082
H45 -1.344 -7.132 -5.300  0.069
C19 1.710 1.021 5.029  -0.077
C20 0.448 0.838 5.887  -0.261
N4 -0.700 1.692 5.646  -0.181
C21 -1.305 1.587 4.288  -0.246
C22 -1.750 0.186 3.928  -0.091
C23 -0.623 3.106 6.161  -0.235
C24 -0.579 3.069 7.694  -0.099
H46 2.096 2.039 5.073  0.059
H47 1.609 0.722 3.986  0.054
H48 2.465 0.450 5.569  0.070
H49 0.146 -0.203 5.777  0.105
H50 0.723 0.851 6.942  0.105
H51 -2.200 2.205 4.369  0.108
H52 -0.605 1.995 3.559  0.079
H53 -2.256 -0.191 4.816  0.079
H54 -2.591 0.246 3.237  0.045
H55 -0.916 -0.435 3.601  0.062
H56 -1.466 3.720 5.844  0.101
H57 0.268 3.605 5.780  0.094
H58 0.481 3.016 7.944  0.063
H59 -1.179 2.231 8.047  0.078
H60 -0.905 3.931 8.276  0.065
C25 1.416 5.371 2.387  -0.072
N5 0.153 5.384 1.678  -0.160
C26 -0.943 4.642 2.333  -0.024
C27 0.063 5.956 0.492  -0.363
O1 -0.890 5.857 -0.259  0.022
H61 1.626 4.408 2.852  0.067
H62 1.472 6.049 3.238  0.084
H63 2.270 5.632 1.762  0.079
H64 -0.978 3.583 2.077  0.062
H65 -1.026 4.712 3.418  0.080
H66 -1.898 4.944 1.904  0.089
H67 0.936 6.582 0.250  0.136
C28 2.113 -0.764 -5.575  -0.045
N6 3.191 -0.968 -4.622  -0.195
C29 3.774 0.269 -4.214  -0.052
C30 3.612 -2.179 -4.170  -0.343
O2 4.514 -2.467 -3.393  0.001
H68 1.469 0.025 -5.186  0.050
H69 1.475 -1.632 -5.738  0.094
H70 2.546 -0.447 -6.524  0.094
H71 4.205 0.679 -5.127  0.098
H72 2.983 0.921 -3.841  0.076
H73 4.503 0.269 -3.404  0.083
H74 3.008 -2.936 -4.693  0.124
C31 5.685 1.288 1.786  -0.080
N7 5.130 2.072 0.732  -0.184
C32 4.392 3.271 1.188  -0.049
C33 5.103 1.746 -0.606  -0.293
O3 4.486 2.317 -1.527  -0.022
H75 4.969 0.707 2.367  0.086
H76 6.158 1.940 2.521  0.087
H77 6.452 0.604 1.424  0.091
H78 3.583 3.054 1.884  0.066
H79 5.057 3.949 1.723  0.086
H80 4.008 3.838 0.340  0.084
H81 5.699 0.832 -0.755  0.133
C34 -0.281 1.476 -3.941  -0.107
N8 -1.304 2.402 -3.642  -0.192
C35 -2.509 2.394 -4.498  -0.010
C36 -1.135 3.225 -2.620  -0.329
O4 -1.970 4.053 -2.205  -0.022
H82 0.108 1.685 -4.937  0.082
H83 -0.734 0.487 -4.006  0.089
H84 0.595 1.525 -3.294  0.081
H85 -2.201 2.304 -5.540  0.083
H86 -3.096 1.498 -4.295  0.082
H87 -3.076 3.314 -4.356  0.091
H88 -0.266 3.076 -1.961  0.130

Cartesian forces, eV/Å:
C 1.59 -0.47 0.45
C -0.09 1.28 0.41
N -0.33 0.10 1.44
C 0.18 -1.46 -0.77
C 0.41 0.46 -0.01
C 0.43 -1.22 -1.22
C -0.87 1.06 0.33
H 0.44 0.41 -0.59
H -0.40 -0.10 0.24
H -1.28 -0.03 -0.08
H 0.22 0.04 0.02
H -0.46 -0.29 0.21
H 0.42 -0.02 0.01
H -0.23 0.20 -0.06
H 0.07 0.13 -0.49
H -0.02 0.39 0.09
H -0.45 -0.18 0.21
H 0.30 -0.41 0.37
H -0.34 0.47 -0.44
H 0.33 0.20 -0.15
H 0.13 -0.43 0.21
H -0.03 -0.06 -0.19
C -1.04 -0.62 0.80
C 1.06 0.61 -1.62
N 0.73 -0.09 -0.95
C 0.16 0.68 1.45
C 0.19 0.39 -1.00
C -0.82 0.31 0.87
C 0.14 -0.29 -0.09
H 0.32 -0.18 -0.08
H 0.18 0.24 -0.42
H -0.18 -0.02 0.20
H -0.06 -0.07 0.43
H -0.02 -0.10 0.24
H -0.26 -0.54 -0.06
H 0.29 -0.14 0.15
H 0.11 -0.08 -0.10
H 0.13 -0.62 0.08
H -0.10 0.55 0.11
H -0.39 -0.24 0.30
H 0.12 0.24 -0.28
H -0.13 -0.11 0.07
H -0.19 0.13 -0.08
H -0.12 0.01 -0.07
C 0.71 0.11 0.56
C 0.42 1.48 -0.79
N -0.68 -1.63 -2.20
C 1.49 1.51 0.54
C -0.12 -0.10 0.38
C -0.74 1.84 0.45
C 0.10 -1.86 -0.66
H -0.97 -0.20 -0.14
H -0.05 -0.11 -0.03
H 0.03 -0.45 0.57
H -0.76 0.30 0.37
H 0.38 -0.04 0.55
H -0.09 -0.62 -0.01
H 0.25 -0.06 0.10
H -0.31 -0.16 -0.06
H -0.38 0.46 0.09
H 0.32 -0.30 -0.09
H 0.47 0.25 0.41
H -0.37 -0.76 -0.34
H -0.16 0.01 -0.56
H 0.44 0.26 0.40
H 0.05 0.17 0.44
C 0.10 0.40 0.86
C -0.09 -0.11 -0.25
N -0.93 0.80 -0.10
C 0.51 0.27 1.34
C -0.39 0.41 0.58
C 0.02 -1.07 0.16
C 0.63 0.12 0.01
H -0.18 0.26 -0.17
H -0.01 -0.14 0.09
H 0.25 -0.36 -0.52
H -0.32 -0.08 -0.27
H 0.02 0.52 0.07
H 0.05 0.26 -0.39
H -0.09 0.16 -0.45
H 0.39 -0.50 0.23
H 0.42 -0.12 -0.64
H -0.33 -0.21 -0.01
H -0.25 -0.50 -0.38
H 0.25 0.24 -0.10
H -0.06 -0.68 0.52
H 0.37 -0.17 0.06
H -0.32 0.41 -0.65
C 0.52 0.16 0.62
N 0.37 -1.37 3.03
C -0.85 -0.10 -1.37
C -1.16 0.53 -1.78
O 0.37 0.30 0.38
H -0.15 -0.37 -0.37
H -0.41 0.40 0.05
H -0.22 -0.09 -0.30
H 0.71 -0.22 0.00
H 0.62 0.44 -0.06
H 0.09 0.58 0.00
H 0.21 -0.12 -0.09
C 0.10 -0.23 0.15
N 0.16 -0.84 1.13
C 0.21 0.94 0.09
C -0.22 -0.36 -0.64
O -0.72 0.81 -0.43
H 0.04 0.03 -0.15
H 0.35 -0.23 0.12
H -0.18 0.09 -0.17
H 0.25 0.63 0.23
H -0.05 0.27 -0.18
H 0.07 -0.72 -0.29
H 0.01 -0.50 0.22
C 0.82 -0.53 0.41
N -1.60 1.76 -1.02
C 0.38 0.10 -0.29
C -0.88 0.26 -0.25
O 1.31 -0.88 2.15
H -0.43 -0.08 -0.26
H 0.18 0.16 -0.11
H -0.06 -0.01 -0.15
H -0.12 -0.40 -0.16
H 0.32 -0.10 0.05
H -0.06 -0.37 -0.07
H 0.03 0.01 -0.33
C 0.39 -0.65 -1.35
N -0.52 0.21 -0.69
C 0.90 0.00 0.35
C -2.46 2.38 2.93
O 1.08 -1.34 -1.38
H 0.09 0.01 -0.35
H 0.37 -0.41 0.30
H -0.46 -0.07 0.42
H 0.14 0.21 -0.07
H -0.24 0.09 0.26
H 0.06 -0.23 0.18
H 0.44 -0.28 -0.67

Record 2
Entry from the OMol25 dataset: C8H14F5NO8S2Ti as an isolated structure at a distorted geometry (ωB97M-V/def2-TZVPD).

- lowest unoccupied orbital energy (alpha / beta) (eV) = 2.61 / 2.54
- highest occupied orbital energy (alpha / beta) (Ha) = -0.093 / -0.214
- <S²> = 3.754
- net charge = -1
- orbital gap (alpha / beta) (Ha) = 0.1886 / 0.3074
- multiplicity = 4

Last column: Löwdin spin population.
Atoms and positions in Å:
Ti1 -11.110 22.349 2.048  2.489
C1 -8.915 21.687 4.510  0.006
O1 -7.841 22.425 5.125  0.001
O2 -9.417 22.674 3.708  0.038
C2 -8.291 20.412 3.790  0.002
F1 -8.166 19.364 4.641  0.001
F2 -9.053 19.978 2.755  0.012
F3 -7.034 20.633 3.344  0.001
C3 -7.376 22.044 6.396  0.000
C4 -6.190 21.087 6.414  0.000
H1 -5.213 21.545 6.243  0.000
H2 -6.037 20.614 7.388  0.000
H3 -6.367 20.360 5.628  0.000
H4 -8.157 21.720 7.096  0.000
H5 -7.036 22.949 6.916  0.000
H6 -9.665 21.265 5.193  0.001
N1 -13.289 22.543 1.948  0.085
S1 -14.016 22.449 3.290  0.036
O3 -13.735 21.353 4.170  0.021
O4 -15.346 23.034 3.331  0.009
F4 -13.112 23.614 3.960  0.022
S2 -14.237 21.270 1.196  0.073
O5 -15.625 21.377 0.861  0.039
O6 -13.716 19.952 1.521  0.043
F5 -13.514 21.444 -0.241  0.010
O7 -10.102 21.343 0.221  0.073
C5 -10.445 21.103 -0.913  0.013
O8 -10.527 19.881 -1.454  0.002
C6 -9.981 18.760 -0.755  0.001
C7 -11.031 17.909 -0.029  0.002
C8 -10.593 22.218 -1.907  0.010
H7 -9.259 19.125 -0.026  0.000
H8 -9.547 18.107 -1.511  0.000
H9 -11.798 17.468 -0.663  0.000
H10 -11.470 18.541 0.746  0.002
H11 -10.565 17.091 0.522  0.000
H12 -10.225 21.891 -2.880  0.000
H13 -9.960 23.049 -1.605  0.005
H14 -11.605 22.611 -1.992  0.002

Cartesian forces, eV/Å:
Ti 1.50 0.53 1.20
C 0.24 2.25 -1.49
O 0.23 -1.22 1.19
O -1.58 -2.39 -1.53
C 0.13 0.83 0.09
F -0.38 -0.06 0.05
F 0.38 0.16 0.29
F -0.49 -0.03 -0.46
C 0.59 0.78 1.24
C 0.19 -0.29 -0.18
H -0.25 0.40 -0.44
H -0.49 -0.24 -0.03
H 0.36 -0.41 0.28
H -0.34 -0.51 -0.53
H -0.06 0.29 -0.41
H 0.22 0.06 0.59
N -0.43 -1.87 -3.38
S -1.97 3.20 6.14
O -0.15 -0.21 -0.78
O 1.27 -1.01 -0.47
F -0.05 -0.14 -0.14
S 1.49 -3.00 -2.40
O 0.54 0.83 0.50
O -0.54 1.24 0.37
F -0.07 0.77 0.06
O -0.41 -0.64 0.89
C 0.56 0.12 -0.74
O -0.19 0.80 -0.14
C -0.48 -1.25 0.69
C 0.10 0.81 0.69
C 0.09 0.11 -0.61
H 0.17 -0.10 -0.16
H 0.42 0.46 -0.17
H -0.01 0.30 -0.18
H -0.44 -0.12 -0.14
H 0.32 0.02 -0.21
H -0.33 -0.08 -0.05
H -0.04 -0.08 0.31
H -0.11 -0.29 0.05

Record 3
Entry from the OMol25 dataset: one molecule with the formula C4H9NO (ωB97M-V/def2-TZVPD).

- lowest unoccupied orbital energy (eV) = 1.13
- highest occupied orbital energy (Ha) = -0.344
- energy relative to the best compared isomer or geometry (same formula, charge and spin) (eV) = 2.2666
- orbital gap (Ha) = 0.3858
- multiplicity = 1

Last column: Löwdin charge in e.
Atoms and positions in Å:
C1 0.830 -0.343 -1.823  -0.105
N1 -0.141 -0.049 -0.776  -0.133
C2 0.233 1.145 -0.031  -0.117
C3 0.284 -0.186 0.612  -0.266
C4 -0.787 -0.496 1.644  -0.234
O1 -2.028 0.060 1.284  -0.071
H1 0.627 0.343 -2.653  0.086
H2 1.871 -0.172 -1.499  0.081
H3 0.740 -1.368 -2.192  0.079
H4 1.174 1.622 -0.301  0.107
H5 -0.593 1.812 0.196  0.110
H6 1.253 -0.654 0.797  0.143
H7 -0.479 -0.021 2.584  0.122
H8 -0.870 -1.577 1.834  0.115
H9 -2.118 -0.097 0.331  0.083

Cartesian forces, eV/Å:
C 0.07 -0.08 -0.11
N -0.02 0.01 -0.07
C 0.05 0.34 0.06
C 0.07 -0.01 0.14
C 0.29 -0.11 0.11
O -0.11 -0.11 -0.24
H 0.05 -0.18 0.06
H -0.18 -0.09 0.01
H -0.07 0.08 0.14
H -0.13 -0.06 0.00
H 0.18 -0.02 0.11
H -0.09 0.20 -0.07
H -0.08 -0.12 -0.09
H 0.02 0.12 -0.16
H -0.07 0.03 0.10

Record 4
Entry from the OMol25 dataset: C31H35N4ScSe4 as an isolated structure (ωB97M-V/def2-TZVPD).

- lowest unoccupied orbital energy (eV) = -1.21
- highest occupied orbital energy (Ha) = -0.207
- energy relative to the best compared isomer or geometry (same formula, charge and spin) (eV) = 0.4793
- orbital gap (Ha) = 0.1625
- multiplicity = 1

Last column: Löwdin charge in e.
Atoms and positions in Å:
Sc1 -0.678 0.441 0.833  0.473
C1 -1.115 -3.102 2.706  -0.021
C2 -2.350 -3.111 1.858  -0.227
C3 -3.508 -3.746 2.295  -0.035
C4 -4.659 -3.752 1.525  -0.067
C5 -4.663 -3.139 0.285  -0.036
C6 -3.526 -2.502 -0.199  -0.214
C7 -3.519 -1.871 -1.564  -0.036
C8 -2.391 -2.485 0.614  -0.233
N1 -1.259 -1.757 0.104  0.100
C9 -0.437 -2.330 -0.682  -0.251
C10 -0.430 -3.793 -0.998  0.013
C11 0.532 -1.431 -1.426  -0.243
C12 1.446 -2.059 -2.431  0.013
N2 0.431 -0.178 -1.212  0.113
C13 1.116 0.764 -2.049  -0.224
C14 0.371 1.313 -3.094  -0.220
C15 -1.042 0.869 -3.350  -0.020
C16 0.969 2.298 -3.871  -0.040
C17 2.258 2.727 -3.603  -0.069
C18 2.972 2.165 -2.558  -0.033
C19 2.417 1.167 -1.763  -0.217
C20 3.188 0.549 -0.634  -0.016
H1 -1.251 -3.732 3.583  0.086
H2 -0.878 -2.091 3.041  0.056
H3 -0.240 -3.463 2.160  0.078
H4 -3.499 -4.231 3.263  0.113
H5 -5.553 -4.239 1.891  0.105
H6 -5.558 -3.147 -0.325  0.112
H7 -4.521 -1.879 -1.991  0.085
H8 -2.861 -2.409 -2.253  0.079
H9 -3.178 -0.835 -1.519  0.025
H10 -1.175 -4.317 -0.406  0.094
H11 0.558 -4.207 -0.784  0.099
H12 -0.628 -3.967 -2.057  0.096
H13 2.086 -2.790 -1.933  0.100
H14 2.063 -1.312 -2.921  0.091
H15 0.875 -2.600 -3.187  0.098
H16 -1.666 0.986 -2.459  0.056
H17 -1.091 -0.186 -3.633  0.083
H18 -1.486 1.453 -4.155  0.086
H19 0.404 2.739 -4.683  0.113
H20 2.707 3.506 -4.207  0.105
H21 3.978 2.504 -2.342  0.114
H22 4.121 1.087 -0.468  0.089
H23 3.440 -0.494 -0.848  0.084
H24 2.619 0.548 0.296  0.050
Se1 -3.314 3.808 0.700  -0.136
Se2 -1.905 4.329 2.377  -0.147
Se3 -2.545 0.583 2.548  0.150
Se4 -3.256 1.326 0.478  -0.018
C21 2.800 -1.375 4.084  -0.100
C22 1.949 -0.336 4.429  -0.092
C23 1.030 0.150 3.503  -0.165
C24 0.918 -0.373 2.204  -0.275
C25 1.805 -1.415 1.900  -0.182
C26 2.729 -1.917 2.808  -0.101
H25 3.514 -1.761 4.802  0.097
H26 1.994 0.095 5.422  0.100
H27 0.375 0.959 3.816  0.082
H28 1.789 -1.874 0.909  0.074
H29 3.391 -2.728 2.524  0.096
N3 1.782 6.265 -0.045  0.134
C27 1.309 4.992 0.093  -0.312
C28 0.276 4.514 -0.715  -0.016
C29 -0.186 3.238 -0.521  -0.220
N4 0.316 2.401 0.400  -0.048
C30 1.330 2.854 1.157  -0.143
C31 1.863 4.110 1.029  -0.004
H30 1.184 6.928 -0.509  0.103
H31 2.310 6.646 0.721  0.101
H32 -0.202 5.150 -1.447  0.125
H33 -1.024 2.875 -1.100  0.071
H34 1.713 2.169 1.902  0.103
H35 2.666 4.424 1.682  0.117

Cartesian forces, eV/Å:
Sc 0.16 -0.05 -0.18
C 0.02 -0.01 0.01
C -0.05 0.01 -0.01
C -0.01 0.02 -0.01
C 0.01 -0.01 0.01
C 0.00 0.00 -0.03
C -0.03 -0.04 0.05
C 0.00 0.03 0.01
C 0.05 -0.05 -0.05
N 0.17 0.13 0.04
C -0.06 0.09 0.01
C 0.02 0.00 0.01
C -0.09 0.09 0.04
C 0.01 -0.02 0.03
N -0.11 -0.19 0.07
C -0.05 -0.02 0.02
C 0.06 0.04 -0.02
C 0.00 -0.01 0.01
C -0.01 -0.01 0.00
C 0.00 0.00 0.00
C 0.01 -0.02 0.02
C 0.01 0.04 -0.03
C 0.01 0.00 0.00
H -0.01 -0.01 -0.01
H 0.01 0.01 -0.01
H 0.01 0.02 0.00
H 0.00 0.00 0.00
H 0.00 0.00 0.00
H 0.00 0.00 0.00
H 0.00 0.00 0.00
H 0.00 0.00 0.00
H 0.00 0.00 -0.01
H 0.01 -0.01 0.00
H -0.01 -0.01 0.01
H -0.02 0.01 -0.01
H 0.01 0.01 -0.02
H 0.01 0.00 0.00
H -0.02 0.01 0.00
H 0.00 0.00 0.00
H 0.00 -0.01 0.00
H 0.00 0.00 0.00
H 0.01 0.01 0.00
H 0.00 0.00 0.00
H 0.00 0.00 0.00
H 0.00 0.00 0.00
H 0.00 0.00 0.01
H 0.01 0.00 -0.02
Se -0.06 -0.02 -0.11
Se 0.10 0.01 0.09
Se -0.12 0.01 0.19
Se -0.04 -0.03 -0.14
C 0.03 -0.03 0.00
C -0.02 0.03 -0.01
C 0.01 -0.02 0.01
C 0.04 -0.01 -0.07
C -0.02 -0.01 0.01
C 0.00 0.02 0.01
H 0.00 0.00 0.00
H 0.00 0.00 0.00
H -0.01 0.00 -0.01
H -0.01 0.00 -0.01
H 0.00 0.00 0.00
N 0.04 0.03 -0.02
C 0.00 0.01 0.01
C -0.02 -0.06 0.01
C 0.03 0.06 0.01
N 0.00 -0.05 0.07
C 0.00 0.05 0.00
C -0.04 -0.04 0.00
H -0.01 0.00 0.01
H -0.01 0.00 0.01
H 0.00 0.01 0.00
H 0.00 0.00 0.00
H 0.00 0.01 0.00
H 0.00 0.00 0.00